Record 1
ORCA calculation (wB97M-V/def2-TZVPD) on C5H9NOS as an isolated structure.

```
17
Properties=species:S:1:pos:R:3:forces:R:3
C -0.218795 0.736103 -0.081762 -0.6 -0.3 1.4
C 0.792681 0.262056 0.991043 1.3 0.6 -0.6
C 0.536266 -1.633218 -0.350869 0.0 -0.6 0.3
C -0.515255 -0.612589 -0.827477 0.0 0.5 -1.0
C -1.639007 0.948642 0.502736 0.1 0.1 -0.1
H 0.920254 1.647203 -1.398457 -0.2 0.2 0.2
H 0.368353 -0.159722 1.915477 -0.3 -0.1 -0.6
H 1.405789 1.134961 1.347485 -0.2 -0.9 -0.6
H 2.092267 -0.361989 -0.496505 0.0 0.0 0.3
H 0.043244 -2.352956 0.365462 0.7 1.0 -0.3
H 1.021860 -2.303956 -1.077254 -0.4 0.6 -0.2
H -0.600897 -0.460034 -1.921965 0.1 -0.3 0.5
H -2.125673 1.796888 -0.013857 -0.1 -0.6 0.4
H -1.718024 0.986804 1.600816 0.2 0.6 -0.5
N 1.573975 -0.797633 0.266171 -0.2 0.2 1.1
O 0.198277 1.903391 -0.803761 0.1 -1.2 0.1
S -2.135320 -0.733950 -0.017287 -0.5 0.2 -0.3
```
Forces are in eV/Å.

Results
2S+1: 1
Energy above the lowest of the compared OMol25 structures with the same formula, charge and spin (eV): 1.614
HOMO (eV): -8.733
Kohn-Sham gap (eV): 9.4

These are the natural (NBO) partial charges, in e, on atoms 1 to 5: 0.2225 -0.2737 -0.2563 -0.3816 -0.5158

Record 2
ORCA calculation (wB97M-V/def2-TZVPD) on one molecule with the formula C5H9NOS.

```
17
Properties=species:S:1:pos:R:3:forces:R:3
C 0.738157 -0.008644 1.854305 0.2 0.6 0.2
C -0.965870 -1.872786 2.079322 4.3 1.9 -0.4
C 1.469135 1.505721 -2.287685 -0.3 1.8 -3.0
C -0.624101 -0.370506 1.774212 1.4 -3.4 -2.3
C -0.687634 0.723265 -1.771809 -1.8 -3.3 2.5
N 1.809612 0.413798 1.930582 0.2 -0.2 -0.1
O 0.462458 0.465549 -2.321297 1.6 1.0 0.0
S -1.257230 -0.214529 -0.365968 0.4 1.2 -0.3
H 0.007550 -2.420971 2.367877 -1.5 0.7 -0.9
H -1.447885 -2.267755 1.236913 -0.8 -1.1 -0.9
H -1.518005 -1.873304 2.925003 -2.3 -0.4 2.5
H 1.242805 2.284141 -3.160304 -0.1 -1.2 2.1
H 2.301373 1.025530 -2.748938 1.0 -0.4 0.3
H 1.737431 2.049180 -1.355891 -0.7 -0.9 -0.2
H -1.254430 0.398814 1.993698 -1.8 1.7 1.2
H -1.120857 1.659292 -1.584366 -0.1 1.8 -0.4
H -0.892510 -1.496794 -0.565655 0.3 0.3 -0.3
```
Forces are in eV/Å.

Results
2S+1: 1
Energy above the lowest of the compared OMol25 structures with the same formula, charge and spin (eV): 5.785
HOMO (spin up / spin down) (eV): -7.321 / -7.225
Kohn-Sham gap (spin up / spin down) (eV): 7.4 / 7.4

These are the natural (NBO) partial charges, in e, on atoms 1 to 5: 0.2480 -0.5983 -0.2775 -0.4399 -0.1270

Record 3
ORCA calculation (wB97M-V/def2-TZVPD) on C5H9NOS as an isolated structure.

```
17
Properties=species:S:1:pos:R:3:forces:R:3
C 2.206519 -0.320747 1.407635 1.0 1.5 -1.2
C 1.810472 -0.434056 -0.086832 0.9 -0.1 -0.5
C 2.528861 -0.732807 -1.209592 -0.6 0.4 2.2
C -0.386666 0.603979 -0.035939 1.5 3.1 -0.7
C 0.333820 1.944965 -0.168104 -0.6 1.7 -2.7
H 1.884012 -1.344634 1.796757 0.6 1.8 0.2
H 1.581481 0.588019 1.698340 0.7 -1.7 0.6
H 3.333828 0.027083 1.594785 -2.4 -1.4 -0.4
H 1.986338 -1.132435 -2.097437 0.9 0.8 0.6
H 3.641252 -0.625698 -1.063158 -1.4 -0.6 -0.6
H 1.447555 2.081082 0.257602 -2.9 -0.3 -1.0
H 0.344973 2.188349 -1.498834 0.2 -0.7 4.2
H -0.508270 2.603222 0.241367 2.0 -0.1 -0.5
H -3.728420 0.027939 -0.005754 1.0 -1.2 0.1
N -1.644484 0.614924 -0.027071 1.3 1.2 0.4
O 0.409470 -0.423768 -0.124988 0.3 -3.8 -0.5
S -2.544072 -0.730954 0.051420 -2.5 -0.6 -0.2
```
Forces are in eV/Å.

Results
2S+1: 1
Energy above the lowest of the compared OMol25 structures with the same formula, charge and spin (eV): 4.207
HOMO (eV): -8.129
Kohn-Sham gap (eV): 8.9

These are the natural (NBO) partial charges, in e, on atoms 1 to 5: -0.6857 0.3201 -0.4744 0.5420 -0.7038

Record 4
ORCA calculation (wB97M-V/def2-TZVPD) on one molecule with the formula C5H9NS.

```
16
Properties=species:S:1:pos:R:3:forces:R:3
C 1.241993 -0.685132 -0.887591 0.0 0.1 1.0
C 0.404793 0.494547 -0.316280 0.5 -1.2 -1.6
C -0.906162 0.654375 -1.059426 -0.7 1.3 1.1
S -1.901997 -0.745608 -0.242831 0.3 0.0 0.5
C -0.720448 -0.918722 1.257471 0.6 -0.2 -0.1
C -0.082088 0.470922 1.081449 -1.7 -1.2 0.4
N 1.161165 1.100374 0.761309 0.5 1.7 0.7
H 1.861225 -1.060536 -0.014802 -0.5 0.2 -1.4
H 0.566781 -1.471306 -1.268612 0.4 0.2 0.2
H 1.895581 -0.346559 -1.727587 -0.4 -0.1 0.8
H -1.391211 1.642869 -0.841032 0.3 -1.0 -0.4
H -0.927667 0.426109 -2.106060 0.3 0.1 -0.6
H -1.326460 -1.067833 2.180072 0.5 0.1 -0.7
H -0.010280 -1.755009 1.058260 -0.7 0.6 0.4
H -0.946566 1.143760 1.197296 0.6 0.2 0.1
H 1.081341 2.117748 0.928364 0.0 -0.7 -0.2
```
Forces are in eV/Å.

Results
2S+1: 1
Energy above the lowest of the compared OMol25 structures with the same formula, charge and spin (eV): 3.251
HOMO (eV): -8.713
SMILES: C[C@@]12CSC[C@H]1N2
Kohn-Sham gap (eV): 9.6

These are the natural (NBO) partial charges, in e, on atoms 1 to 5: -0.6294 0.0338 -0.4810 0.0907 -0.4851

Record 5
ORCA calculation (wB97M-V/def2-TZVPD) on one molecule with the formula C5H9NS.

```
16
Properties=species:S:1:pos:R:3:forces:R:3
C 1.755689 -0.080144 -0.558123 -0.3 0.2 -3.0
N 0.656168 0.011303 0.517822 5.0 -2.0 -2.5
C -0.196531 -1.154869 0.264986 0.5 -2.7 -2.7
C -1.565912 -0.531079 0.433025 2.4 0.8 1.5
S -3.074882 -0.013590 -0.231233 1.1 1.2 0.2
C -1.255504 0.787369 -0.336899 -3.3 -2.5 -0.8
C -0.092673 1.182900 0.476265 -0.9 7.0 3.0
H 1.159144 -0.369290 -1.620566 1.7 1.0 2.4
H 2.368058 0.886581 -0.805036 -1.5 -1.5 1.0
H 2.543712 -0.920089 -0.508598 -1.5 1.1 0.8
H 0.222479 -1.781795 -0.713962 -1.6 1.6 2.2
H -0.169200 -1.791641 1.091452 0.9 -1.6 1.0
H -1.292672 -0.404883 1.581170 -2.4 0.5 -1.8
H -1.062080 0.445118 -1.374745 0.3 0.8 0.7
H -0.397914 1.409279 1.620115 0.2 -0.1 -2.6
H 0.402121 2.324837 0.164329 -0.7 -3.8 0.5
```
Forces are in eV/Å.

Results
2S+1: 1
Energy above the lowest of the compared OMol25 structures with the same formula, charge and spin (eV): 6.454
HOMO (eV): -8.916
SMILES: CN1C[C@@H]2S[C@H]2C1
Kohn-Sham gap (eV): 9.2

These are the natural (NBO) partial charges, in e, on atoms 1 to 5: -0.4397 -0.4683 -0.2180 -0.4374 0.2428

Record 6
ORCA calculation (wB97M-V/def2-TZVPD) on one molecule with the formula C5H9NS.

```
16
Properties=species:S:1:pos:R:3:forces:R:3
C -1.463368 1.346708 0.324643 1.0 -1.9 -0.6
C -0.709478 0.116636 -0.248006 -0.3 -0.4 1.8
C 0.546937 0.508411 -1.030769 0.2 0.3 0.8
N 1.699367 -0.192813 -0.372149 -0.2 0.9 -0.6
C 1.185629 -1.387780 0.275235 -1.0 -0.1 -0.7
C -0.305353 -1.051312 0.628088 -0.1 -0.5 -0.2
S -1.578981 -1.527858 -0.578985 0.5 1.3 -0.5
H -2.269472 1.082056 0.941257 -1.3 -0.6 0.6
H -1.783671 1.947478 -0.472957 -0.7 0.9 -1.1
H -0.831245 1.951002 0.930831 1.0 0.4 0.5
H 0.620943 1.624978 -0.950917 0.4 -1.0 -0.1
H 0.461289 0.262990 -2.075103 0.1 -0.3 -0.4
H 2.103421 0.411406 0.320523 0.1 0.4 0.2
H 1.301816 -2.186174 -0.488329 -0.5 0.0 0.8
H 1.747050 -1.649621 1.162933 0.2 0.0 0.1
H -0.724878 -1.256110 1.633706 0.7 0.7 -0.5
```
Forces are in eV/Å.

Results
2S+1: 1
Energy above the lowest of the compared OMol25 structures with the same formula, charge and spin (eV): 1.029
HOMO (eV): -8.513
SMILES: C[C@@]12CNC[C@@H]1S2
Kohn-Sham gap (eV): 9.4

These are the natural (NBO) partial charges, in e, on atoms 1 to 5: -0.6102 -0.0789 -0.2546 -0.6097 -0.2443